85
Properties=species:S:1:pos:R:3:forces:R:3 method="wB97M-V/def2-TZVPD" total_charge=+1 energy_ha=-3886.9925 relative_energy_ev=0.000
C 1.1349 0.5780 -1.7274 -0.229 -0.074 0.093
C -0.3298 0.6281 -2.1283 0.080 0.157 -0.159
Cl -1.3153 -0.2019 -0.8706 -0.023 -0.039 0.008
C -0.8122 2.0604 -2.3480 0.089 0.005 -0.056
C -2.2489 2.2116 -2.8704 -0.019 -0.055 -0.011
C -2.3456 3.4864 -3.6989 0.017 -0.052 -0.027
N -3.8017 3.7479 -3.9666 0.093 -0.116 0.123
C -4.4583 4.2772 -2.7277 -0.064 0.162 0.022
C -4.3114 3.3111 -1.5245 0.081 -0.012 0.147
O -3.8187 4.0717 -0.4137 -0.156 0.165 -0.166
C -5.7163 2.8538 -1.0406 -0.030 -0.076 -0.039
C -5.8156 1.4533 -0.4164 -0.086 0.106 0.121
C -6.2749 0.2766 -1.3332 0.167 -0.037 0.013
C -6.3515 0.5661 -2.8436 -0.234 -0.074 -0.016
S -5.3531 -0.5285 -3.8518 0.015 -0.188 0.070
O -6.1365 -1.5875 -4.3858 0.165 0.150 0.148
O -4.0716 -0.7443 -3.2598 -0.184 0.069 -0.089
Cl -4.9994 0.7761 -5.4576 0.059 0.112 -0.066
C -3.3503 2.1221 -1.7789 0.144 0.040 0.036
H 1.7525 0.9906 -2.5278 0.011 -0.019 0.080
H 1.4336 -0.4533 -1.5389 0.059 0.077 -0.069
H 1.2941 1.1472 -0.8085 0.049 0.006 -0.098
H -0.4863 0.0563 -3.0463 -0.051 -0.022 0.108
H -0.6765 2.6362 -1.4253 -0.027 -0.016 -0.046
H -0.1252 2.4854 -3.0936 -0.025 -0.015 0.099
H -2.4241 1.3859 -3.5721 -0.001 0.024 0.051
H -1.8329 3.3743 -4.6546 -0.038 0.045 0.046
H -1.9571 4.3712 -3.1889 -0.010 -0.050 -0.022
H -3.9349 4.4044 -4.7351 0.034 -0.009 -0.015
H -4.2212 2.8541 -4.2530 -0.099 0.037 -0.133
H -5.4993 4.5059 -2.9612 0.069 -0.095 -0.005
H -3.9560 5.2219 -2.5128 -0.055 -0.062 -0.004
H -2.9689 4.4788 -0.6175 0.085 -0.140 0.027
H -6.0002 3.5991 -0.2948 -0.026 -0.069 -0.039
H -6.4524 2.9526 -1.8467 0.104 0.045 0.098
H -4.8645 1.2057 0.0578 -0.074 -0.032 -0.025
H -6.5334 1.5123 0.4042 0.057 0.005 -0.053
H -5.6126 -0.5751 -1.1568 -0.052 0.049 -0.046
H -7.2674 -0.0492 -1.0208 0.061 0.031 -0.033
H -6.0272 1.5665 -3.1185 0.053 -0.078 0.088
H -7.3578 0.4307 -3.2457 0.083 0.048 0.002
H -3.9041 1.2051 -1.9563 -0.047 0.046 -0.033
H -2.8666 1.9717 -0.8139 -0.063 -0.074 -0.072
C 7.4992 -0.7864 2.2308 -0.004 -0.007 -0.092
C 6.4427 0.2784 2.0549 0.015 0.050 0.200
O 6.0780 0.4277 0.6580 0.025 -0.031 -0.073
C 5.2442 -0.4722 0.1754 0.011 0.060 -0.050
O 4.7035 -1.3644 0.7575 -0.029 -0.040 0.027
C 4.9978 -0.1956 -1.3265 -0.049 -0.030 0.030
F 6.1355 -0.0082 -1.9916 -0.002 -0.003 -0.012
F 4.2441 0.9125 -1.4660 0.031 0.051 0.010
F 4.3371 -1.2053 -1.8850 0.014 -0.002 -0.007
H 8.3744 -0.5580 1.6246 0.018 0.010 0.024
H 7.8044 -0.8236 3.2765 0.004 0.003 0.007
H 7.1248 -1.7693 1.9479 -0.022 0.010 0.021
H 6.8159 1.2602 2.3352 -0.009 0.003 -0.038
H 5.5412 0.0641 2.6277 -0.003 -0.041 -0.042
C 11.5606 -5.8427 3.9710 -0.052 0.066 -0.008
C 12.1899 -5.7578 2.5999 0.080 -0.149 0.025
O 11.6485 -4.6500 1.8381 -0.049 0.050 0.002
C 12.1330 -3.4560 2.1291 -0.028 0.005 -0.076
O 12.9760 -3.1826 2.9291 0.024 0.014 0.052
C 11.4614 -2.3921 1.2294 0.015 0.000 0.037
F 10.1258 -2.5083 1.2518 -0.002 -0.028 0.002
F 11.8683 -2.5369 -0.0366 -0.004 0.008 -0.014
F 11.7759 -1.1683 1.6383 0.007 -0.007 -0.017
H 10.4769 -5.9282 3.8893 0.008 -0.024 0.002
H 11.9383 -6.7253 4.4869 0.000 -0.008 0.002
H 11.8017 -4.9667 4.5711 0.027 -0.009 -0.009
H 11.9536 -6.6316 1.9977 -0.009 0.025 -0.018
H 13.2719 -5.6452 2.6540 -0.016 0.042 0.018
C -5.7016 -1.6010 2.3306 0.071 0.034 0.102
C -7.2108 -1.5866 2.4177 -0.031 -0.031 -0.232
O -7.6563 -1.5941 3.7886 0.040 0.040 0.078
C -7.6259 -0.4181 4.3982 -0.055 -0.052 0.040
O -7.3050 0.6304 3.9214 0.030 0.051 -0.012
C -8.1138 -0.5694 5.8582 -0.007 0.016 -0.022
F -7.4838 -1.5734 6.4720 0.009 0.008 -0.003
F -9.4273 -0.8267 5.8668 0.005 -0.002 0.003
F -7.8952 0.5496 6.5356 -0.005 -0.014 -0.014
H -5.2941 -2.4759 2.8363 -0.020 -0.025 -0.042
H -5.3935 -1.6341 1.2844 0.001 -0.034 -0.009
H -5.2713 -0.7105 2.7881 -0.036 0.024 -0.033
H -7.6438 -2.4828 1.9794 -0.013 -0.018 0.075
H -7.6376 -0.7124 1.9245 0.026 0.007 0.013

***

79
Properties=species:S:1:pos:R:3:forces:R:3 method="wB97M-V/def2-TZVPD" total_charge=+1 energy_ha=-2669.1501
N 4.9472 4.8269 3.5050 -0.735 0.838 -0.346
C 3.8375 5.4491 2.7167 1.020 0.192 0.338
C 4.0143 5.1955 1.1762 0.857 0.351 0.188
O 3.9935 6.4588 0.4646 -0.517 -0.294 0.101
C 3.0280 4.2328 0.4470 -0.401 -0.835 -0.525
C 1.7845 3.7811 1.2169 -2.199 2.153 0.690
C 0.6722 4.6317 1.4818 1.424 -1.225 -0.681
C 0.5227 6.1312 1.0930 0.891 -0.519 1.876
C -0.1181 6.7948 2.3711 0.377 0.237 -0.666
O -1.2822 6.6383 2.5818 -0.405 -0.152 0.323
O 0.6517 7.4880 3.2575 -0.017 -0.594 -1.217
N -0.2483 3.8478 2.1775 -0.105 0.335 0.031
C 0.2037 2.5917 2.3776 1.229 1.539 -1.032
N 1.4380 2.5727 1.7945 -0.090 -0.652 0.107
P 2.5014 1.1050 1.8018 2.653 -0.343 2.927
S 3.8756 1.5442 3.1334 -0.250 0.190 -0.557
H 5.6640 5.5480 3.5859 0.087 -0.683 0.000
H 5.3073 4.0012 3.0301 -0.054 0.197 0.307
H 2.8502 5.1922 3.1634 0.565 -0.149 -0.559
H 3.9747 6.5546 2.8804 -0.387 -0.893 -0.260
H 5.0534 4.7943 1.0266 -0.969 0.102 0.301
H 4.6466 7.0542 0.8654 -0.186 -0.346 -0.154
H 3.5590 3.3259 0.0572 -0.279 0.819 0.489
H 2.6625 4.7583 -0.4763 0.309 -0.374 0.854
H 1.5659 6.5293 0.9967 -0.879 -0.405 -0.482
H -0.0877 6.2831 0.1794 0.323 0.038 0.749
H 1.5503 7.6138 2.9044 -0.284 -0.080 0.188
H -1.1509 4.2275 2.4806 0.259 -0.403 0.002
H -0.2922 1.7417 2.8796 0.346 0.934 -0.437
H 1.8770 -0.0832 2.2512 0.974 0.552 0.438
H 3.1999 0.9430 0.5742 -1.182 0.168 -0.014
O -3.5555 2.9356 1.7837 -0.153 -0.077 -0.137
C -4.0697 3.7051 1.0129 0.308 -0.240 0.008
O -5.2123 3.4458 0.3396 0.323 -0.050 0.317
C -5.4866 4.5215 -0.5772 -0.258 0.225 -0.289
C -4.7299 5.7138 -0.0269 0.043 0.367 -0.072
C -3.5253 5.0546 0.6215 -0.388 0.428 0.069
H -5.1376 4.2286 -1.5707 0.006 -0.042 0.055
H -6.5597 4.7003 -0.6203 0.031 -0.259 0.074
H -4.4746 6.4516 -0.7868 -0.061 -0.080 -0.018
H -5.3294 6.2135 0.7374 0.024 -0.028 -0.057
H -2.7060 4.9128 -0.0883 0.059 -0.032 0.077
H -3.1846 5.6066 1.4951 0.255 -0.172 -0.062
O 0.7862 0.5790 0.8527 -2.584 -0.833 -2.615
C -0.0099 -0.1881 0.3247 -0.006 -0.564 -0.517
O -0.1517 -1.4534 0.6974 0.475 0.979 0.176
C -1.0869 -2.1196 -0.1881 -0.592 -0.706 -0.358
C -1.9125 -1.0078 -0.7881 -0.309 0.162 -0.143
C -0.9135 0.1364 -0.8360 -0.416 0.010 0.228
H -0.5194 -2.6716 -0.9393 0.084 0.052 0.109
H -1.6939 -2.8197 0.3778 0.267 0.079 0.167
H -2.3399 -1.2632 -1.7548 0.080 -0.120 0.086
H -2.7344 -0.7498 -0.1161 0.028 -0.047 -0.051
H -0.3244 0.1292 -1.7566 0.087 0.125 0.071
H -1.3971 1.1030 -0.6985 0.313 0.116 -0.086
O -3.1954 -3.8656 -1.1646 0.429 0.028 -0.169
C -2.8713 -5.0148 -1.3256 -0.480 0.066 -0.102
O -1.9060 -5.4037 -2.1865 -0.278 0.399 0.296
C -1.8407 -6.8447 -2.2207 0.181 -0.375 -0.241
C -2.4559 -7.2996 -0.9163 -0.080 -0.254 0.245
C -3.4909 -6.2168 -0.6534 0.412 -0.312 0.143
H -2.4014 -7.1970 -3.0909 -0.050 0.101 0.029
H -0.8086 -7.1615 -2.3156 -0.053 0.289 -0.041
H -2.8720 -8.3046 -0.9644 0.076 0.040 -0.070
H -1.7012 -7.2864 -0.1263 0.010 -0.061 -0.095
H -4.4456 -6.4391 -1.1342 -0.040 0.130 0.078
H -3.6305 -6.0402 0.4112 -0.272 0.182 -0.126
O 0.1956 -8.9557 -1.8130 0.402 0.204 0.086
C 1.1829 -9.0078 -2.4945 -0.435 -0.285 -0.054
O 2.0452 -7.9722 -2.6444 -0.256 -0.127 0.176
C 3.0556 -8.3213 -3.6058 0.360 0.061 -0.237
C 3.0756 -9.8363 -3.6288 0.182 -0.316 -0.145
C 1.6254 -10.1827 -3.3334 0.546 -0.049 0.074
H 2.7779 -7.8940 -4.5727 -0.035 -0.004 0.047
H 4.0126 -7.9025 -3.2979 -0.179 0.150 0.106
H 3.4445 -10.2477 -4.5677 -0.001 0.095 0.022
H 3.7131 -10.2110 -2.8244 -0.011 0.040 -0.057
H 1.0207 -10.2178 -4.2419 -0.092 -0.051 0.094
H 1.5369 -11.1142 -2.7786 -0.328 0.061 -0.075

***

no.,maximum force (eV/A),frontier orbital gap (eV)
1,0.28,9.2
2,3.97,8.6